Entry 1:
The following is a quantum chemistry calculation of a cluster of 19 separate species, C27H20Cl54F17N4 in total, from OMol25.

```
! RIJCOSX wB97M-V def2-TZVPD def2/J DEFGRID3
* xyz 1 1
Cl -0.05091 -3.51107 -5.28993
Cl -1.92121 -7.40172 4.70227
Cl 8.05101 11.52816 8.46909
Cl -1.80141 -8.09828 1.88408
Cl -5.06840 8.65082 2.55693
Cl 1.89295 -10.54895 4.25682
Cl 7.66474 8.70876 -2.59364
Cl -10.02919 -4.28572 -2.59575
Cl 1.00037 -8.17669 -1.81018
Cl -0.54420 0.50820 3.75839
Cl 2.65632 3.79790 -5.03693
Cl -7.07133 -1.93484 -6.42444
Cl -7.16193 10.34416 3.63677
Cl 3.95875 6.33658 -4.50587
Cl -7.96257 -5.84954 -3.90750
Cl -7.51546 6.07159 0.79282
Cl 1.04258 -7.89965 5.08718
Cl 2.11840 4.01818 0.57310
Cl -2.51334 2.44527 -3.22546
Cl 4.25529 4.64945 -9.54811
Cl 1.23871 -8.54356 2.25959
Cl -5.88305 3.75991 1.43391
Cl 6.34378 7.80123 4.48694
Cl 2.26982 2.88387 -8.38218
Cl 2.35607 -4.93796 -0.13957
Cl 4.13577 -6.23466 1.73536
Cl 4.20030 4.09700 -2.62552
Cl -1.29097 -9.65632 -2.80421
Cl 0.64405 1.49109 6.23045
Cl 5.09207 2.42628 -7.87837
Cl 4.23311 5.97190 1.02823
Cl 7.38958 5.95580 2.50129
Cl 1.22397 -4.14449 6.04764
Cl -0.30175 -6.35985 -4.78314
Cl 1.86719 -0.71828 4.80406
Cl -5.29824 2.23858 -4.02857
Cl -1.80781 -5.31215 2.68687
Cl -5.63080 -2.67838 -4.01752
Cl 0.64064 -1.92149 7.86663
Cl 7.99806 8.79882 2.32899
Cl -4.58289 2.12561 -1.21572
Cl 1.56085 -5.25078 2.64673
Cl 7.49996 10.55833 5.78418
Cl -7.23796 7.48228 4.11453
Cl 3.00148 -3.55737 8.25431
Cl 1.40017 -10.53876 -3.44877
Cl 6.46401 6.13675 -1.97892
Cl 9.16689 6.72866 -1.08924
Cl -4.92937 5.74156 -0.47946
Cl -7.47332 -4.70622 -1.28109
Cl 4.81269 3.13038 1.18030
Cl 2.20299 -4.99990 -4.20596
Cl 5.69107 12.44674 7.04614
Cl -4.16584 -1.97680 -6.42133
F -3.62819 -1.12587 -0.09921
F -4.49847 -2.74171 1.64290
F -5.48886 -3.91485 0.16258
F 1.41167 1.29310 0.24848
F -0.29182 2.43772 -0.48089
F -1.10214 -4.37327 -1.01777
F 0.06940 -3.36476 0.81478
F -1.27427 -0.12385 -1.46436
F -1.50487 0.59607 0.58591
F 0.28956 -0.86100 1.56421
F -0.47612 -2.55116 -1.98052
F -1.76091 -2.32868 1.25563
F -3.42892 -4.29278 0.60280
F -3.25987 -4.04635 -1.99180
F 1.22906 -1.34454 -0.32844
F -5.02151 -2.10045 -1.38782
F -2.77477 -2.04576 -2.63277
N 1.27696 1.64540 -4.05799
N 0.90648 1.25889 -1.96439
N 1.95070 0.54547 -2.39232
N 2.16585 0.77443 -3.64300
C 3.60818 4.39081 1.45766
C 0.44410 -4.86053 -4.25839
C 7.56997 7.39564 -1.42075
C 3.89869 3.00021 -9.05085
C 0.38114 1.29360 -0.58551
C -0.64707 0.12693 -0.30808
C 0.48806 1.93597 -3.03254
C -8.68564 -5.40081 -2.36007
C -5.87664 5.47345 0.98679
C -6.20183 8.89350 3.89510
C 4.06382 4.59577 -4.33154
C 0.34872 0.07850 5.21896
C 1.32853 -3.54495 7.70610
C 0.37719 -9.77139 -2.23849
C -4.11111 1.71818 -2.85495
C -4.35781 -3.34849 0.48978
C 2.91139 -4.98641 1.54149
C -2.39093 -6.93547 3.06925
C -1.32020 -3.05444 -1.04145
C -3.93271 -2.31571 -0.62311
C 6.79519 11.09779 7.30981
C 0.03339 -1.13909 0.27758
C 7.69091 7.44013 3.41017
C -5.63603 -2.72248 -5.77938
C -0.80978 -2.47284 0.33018
C 0.87173 -9.16713 3.86818
C -2.82102 -2.85687 -1.56194
H -3.99945 0.64281 -2.93023
H -0.26062 -0.61905 5.77726
H -9.07099 -6.30103 -1.90008
H 3.95197 2.36203 -9.92283
H -3.47195 -6.92287 3.01949
H 0.10111 -4.65511 -3.25504
H 4.94358 4.24368 -4.85577
H -0.15886 -9.49710 3.87212
H 6.22614 10.27566 7.72346
H -0.36619 2.59742 -2.99818
H 2.52077 -0.07697 -1.82218
H -5.62198 9.02785 4.79846
H 3.36394 -4.03320 1.78084
H 3.36403 4.40236 2.51217
H 7.17503 7.79707 -0.49712
H -5.64870 -3.75865 -6.09166
H 0.75690 -4.20590 8.34387
H 8.57547 7.28955 4.01522
H 0.38803 -10.38486 -1.34723
H -5.40909 6.02596 1.79122
*
```

Its frontier orbital gap is 7.6 eV. The calculation puts the molecular weight at 2637.913 u. The HOMO energy is -12.161 eV.

***

Entry 2:
The following is a quantum chemistry calculation of a structure of composition C27H20IrN4O2S4, from OMol25.

```
! RIJCOSX wB97M-V def2-TZVPD def2/J DEFGRID3
* xyz -1 5
Ir -0.38070 -1.68248 0.90624
S -2.54403 -2.13985 0.28113
S -2.51627 -0.80195 5.54801
S -0.71175 -1.80373 3.40475
S -3.56480 -0.83157 3.01684
O 0.45527 4.19343 -5.27225
O 1.62498 -1.17498 1.38011
N -0.47792 0.36695 0.88920
N -0.20699 -3.76783 0.88915
N 1.80445 5.02820 0.04021
N 2.58859 4.13894 0.61181
C 1.74903 3.63636 -3.39962
C 0.65523 5.70657 -1.92276
C -0.15458 -6.47938 1.54360
C 3.08529 0.68629 1.57035
C -0.60570 4.93280 -5.83482
C -1.54736 1.11244 0.69744
C 2.25208 2.90402 0.94957
C -3.80320 -5.77873 1.53638
C 0.97464 -5.81619 1.18894
C -2.63246 -6.46660 1.70175
C 0.25659 5.52292 -3.23670
C -2.61231 -3.76521 0.89824
C 0.90379 2.36139 0.89471
C 0.92500 -4.44334 0.83815
C 1.83126 0.09120 1.32431
C -1.38794 -4.45501 1.11688
C -2.18657 -1.18138 3.94658
C 0.79216 4.47218 -3.97620
C 2.13820 3.81814 -2.09125
C 0.74023 0.97382 1.01996
C 2.17855 -3.76896 0.38100
C 1.56872 4.84276 -1.31313
C 3.28479 2.03087 1.38754
C -0.26059 3.13362 0.73250
C -3.79407 -4.43792 1.11881
C -1.47708 2.50836 0.63967
C -1.40048 -5.81353 1.46930
H -2.62752 -7.50792 1.99819
H 2.16872 2.84027 -4.00029
H -2.39024 3.07406 0.52539
H 1.94337 -2.98581 -0.33710
H 2.69507 -3.28779 1.21032
H -0.19013 4.21103 0.70054
H -0.47118 6.19503 -3.66767
H 1.93700 -6.31041 1.18042
H -4.75059 -6.27216 1.71255
H 0.24065 6.51179 -1.32967
H 2.88385 3.16984 -1.65242
H -0.35160 5.99309 -5.92819
H 4.26421 2.46850 1.52908
H -4.72586 -3.90826 0.96795
H -2.48824 0.58704 0.60879
H -1.51803 4.83320 -5.23982
H -0.12148 -7.51863 1.84881
H 3.89308 0.04367 1.89554
H 2.83952 -4.50763 -0.07313
H -0.77463 4.51849 -6.82569
*
```

Its expectation value of S² is 6.094. Its frontier orbital gap (alpha / beta) is 5.8 / 5.7 eV. The energy relative to the best compared isomer or geometry (same formula, charge and spin) comes out at 0.8 kcal per mole. The calculation puts the molecular weight at 752.968 u. The HOMO energy (alpha / beta) is -3.456 / -4.069 eV.

***

Entry 3:
The following is a quantum chemistry calculation of a structure of composition C27H21BrCoN2P, from OMol25.

```
! RIJCOSX wB97M-V def2-TZVPD def2/J DEFGRID3
* xyz 1 2
Br 1.27425 -0.92987 -2.99816
Co -0.30748 0.48928 -1.62457
P 0.20554 0.93234 0.44369
N -0.23626 2.49696 -1.88853
N -0.20976 2.58225 0.42903
C 2.91245 0.80340 -0.09684
C -3.06269 -2.29927 -0.24777
C -0.64738 -2.44740 -1.61138
C 0.50711 -2.58101 -2.40918
C -2.55562 0.22435 3.36319
C 3.69098 0.99198 2.56259
C -2.55663 -3.52906 -0.56084
C -0.48027 5.24663 -2.05521
C 1.02444 -3.77697 -2.80404
C -0.31368 -1.01714 2.29151
C 1.95191 0.86218 0.91052
C -1.12614 -1.16802 -1.21850
C -0.34010 3.11068 -3.08045
C 0.36028 -4.94817 -2.39289
C -2.17198 -1.03052 3.81158
C -0.27173 3.24272 -0.77499
C 4.25820 0.84392 0.22818
C 4.64525 0.93937 1.55635
C -1.05107 -1.64964 3.27554
C -0.70096 0.24033 1.83508
C -0.46712 4.47321 -3.21172
C -1.33650 -3.64080 -1.26133
C -0.78927 -4.88332 -1.65802
C 2.34424 0.95292 2.24578
C -2.33902 -1.13266 -0.55384
C -1.82474 0.86126 2.37264
C -0.37998 4.63453 -0.82683
H -2.13970 1.83023 2.00870
H -0.56747 6.32222 -2.11780
H -0.54755 4.92264 -4.18885
H -2.74555 -1.52794 4.58106
H -0.38807 5.20928 0.08766
H -0.75249 -2.62834 3.62379
H -0.30894 2.46203 -3.94593
H -3.42672 0.70806 3.78262
H 1.60022 0.97880 3.03214
H -2.75556 -0.18789 -0.22331
H 5.00377 0.79516 -0.55279
H 2.60582 0.71893 -1.13082
H 0.76173 -5.90532 -2.69333
H -3.09320 -4.43093 -0.29664
H -0.09013 3.16406 1.24608
H 0.55665 -1.50691 1.87016
H -1.31052 -5.79121 -1.38405
H 3.99826 1.05715 3.59655
H 5.69541 0.96800 1.80975
H 1.90720 -3.83606 -3.42419
H -4.00946 -2.21642 0.26864
*
```

Its expectation value of S² is 0.782. Its frontier orbital gap (alpha / beta) is 7.3 / 7.8 eV. The energy relative to the best compared isomer or geometry (same formula, charge and spin) comes out at 4.3 kcal per mole. The calculation puts the molecular weight at 543.290 u. The HOMO energy (alpha / beta) is -10.605 / -10.595 eV.

***

Entry 4:
The following is a quantum chemistry calculation of a structure of composition C27H22BN4O8 in a non-equilibrium geometry, from OMol25.

```
! RIJCOSX wB97M-V def2-TZVPD def2/J DEFGRID3
* xyz -1 1
O 1.63460 1.41449 -2.02102
O 1.72712 -0.41922 2.97925
O -2.42426 -0.70886 1.21410
O -0.88668 -1.24321 -3.03396
O -1.60233 -3.26506 -1.21629
O -0.44000 -0.34776 2.80428
O 1.34785 -1.52497 -3.35817
O 0.52399 2.17508 2.08656
N 2.52120 -1.64868 -2.61133
N 0.67545 -0.35394 2.27497
N 5.47226 -0.86220 -1.11751
N 0.21368 -1.39212 -2.52963
C -0.88535 2.69043 3.94571
C -1.41579 -3.37925 1.02203
C 2.11125 -1.40517 -1.33996
C 1.55287 2.27868 -3.08003
C -1.29967 -5.51705 -1.97802
C 2.00536 3.52610 -2.70913
C 1.04547 1.76160 -4.33077
C 2.99315 -0.83535 -0.42895
C 2.41770 -0.08280 0.69863
C 2.43575 3.29413 2.47037
C 4.34187 -0.85413 -0.81185
C -1.26374 -4.69117 0.48266
C -1.38344 -4.57485 -0.88214
C -3.06057 -0.70310 -0.99192
C 1.51907 3.59977 3.51364
C -1.64874 -2.54454 -0.05668
C 2.15521 2.11859 -0.93558
C -3.99034 0.81030 2.22468
C -3.90280 0.12248 -0.26657
C 2.38499 3.42289 -1.34898
C -1.96473 -1.12407 -0.08064
C -3.47910 0.10653 1.06018
C 0.70633 -1.28228 -1.23008
C 0.93017 -0.26302 0.86210
C 1.82572 2.37554 1.62658
C 0.36671 2.87783 3.24114
C 0.04181 -0.71211 -0.12647
B 2.25477 1.50547 0.45045
H -0.80246 3.10160 4.95697
H -0.62463 -5.16400 -2.76791
H -0.92449 -6.47163 -1.59854
H 2.78055 4.21255 -0.71904
H -5.07667 0.66557 2.29039
H 2.96149 -0.23666 1.63661
H 3.44710 3.67069 2.35058
H -1.36292 -3.07937 2.06488
H 1.67071 4.24978 4.36835
H 2.04065 4.40265 -3.34787
H -4.76593 0.67637 -0.62898
H -0.98503 -0.22265 -0.34870
H -2.28787 -5.69757 -2.42171
H 1.80662 1.15599 -4.84091
H -1.70629 3.21108 3.43499
H 0.14823 1.14895 -4.19164
H 0.80225 2.60672 -4.98291
H -3.11630 -0.95163 -2.04588
H -3.82059 1.89181 2.11748
H -1.09382 -5.60092 1.04999
H -1.13886 1.62563 4.00960
H -3.50858 0.46006 3.14260
*
```

Its frontier orbital gap is 4.3 eV. The energy relative to the best compared isomer or geometry (same formula, charge and spin) comes out at 115.0 kcal per mole. The calculation puts the molecular weight at 541.305 u. The HOMO energy is -3.159 eV.